No. 1
{"formula": "C7H6BF3N3O6S", "method": "ωB97M-V/def2-TZVPD", "elements": ["O", "S", "O", "C", "F", "F", "F", "C", "C", "C", "N", "O", "O", "N", "C", "C", "N", "O", "O", "C", "H", "H", "H", "B", "H", "H", "H"], "positions_angstrom": [[-4.785, -0.612, 1.909], [-3.964, -1.612, 2.542], [-2.641, -1.334, 3.046], [-4.948, -2.246, 4.026], [-5.078, -1.241, 4.911], [-6.174, -2.659, 3.630], [-4.292, -3.277, 4.604], [-3.872, -3.058, 1.473], [-2.830, -3.985, 1.650], [-2.881, -5.150, 0.891], [-2.005, -6.232, 0.889], [-0.991, -6.492, 1.512], [-2.515, -7.122, -0.089], [-3.674, -6.631, -0.660], [-3.879, -5.425, -0.058], [-4.919, -4.437, -0.254], [-6.007, -4.576, -1.194], [-6.086, -5.532, -1.990], [-6.872, -3.663, -1.159], [-4.897, -3.265, 0.532], [-1.992, -3.828, 2.320], [-5.678, -2.515, 0.394], [-0.160, -3.160, 2.758], [0.977, -2.720, 3.000], [1.816, -3.592, 2.787], [1.204, -1.753, 2.275], [1.048, -2.369, 4.177]], "atomic_forces_ev_per_a": [[0.112, -0.603, 0.317], [1.377, 0.153, -0.065], [-1.399, -0.233, -0.330], [0.127, -0.133, 0.100], [0.031, -0.818, -0.633], [0.795, 0.206, 0.371], [-0.698, 0.850, -0.454], [0.846, -0.693, 0.695], [-0.603, 0.967, 0.333], [0.671, -0.770, -0.135], [0.032, 0.488, 0.088], [-1.643, 0.196, -1.070], [0.261, 0.743, 0.864], [-0.151, 1.875, 0.962], [-0.452, -1.786, -1.539], [0.524, 1.038, 1.155], [-2.267, 0.367, -1.523], [0.811, 1.519, 1.841], [1.492, -1.681, -0.134], [-0.164, -1.528, -1.087], [0.233, 0.310, 0.297], [0.252, -0.310, 0.040], [-0.095, -0.081, -0.012], [0.141, 0.041, -0.007], [-0.040, -0.091, -0.037], [-0.080, 0.005, -0.053], [-0.113, -0.032, 0.016]], "orbital_gap_ev": 4.70, "e_homo_ev": -4.97, "lumo_ev": -0.3, "total_energy_ha": -1608.4032, "charge": -1}

---

No. 2
{"formula": "C3H7NO2", "method": "ωB97M-V/def2-TZVPD", "elements": ["O", "C", "C", "N", "C", "O", "H", "H", "H", "H", "H", "H", "H"], "positions_angstrom": [[0.469, 1.743, -1.179], [0.925, 1.761, -0.125], [-1.356, -1.513, -0.442], [-2.335, -1.462, -1.313], [-1.448, -0.721, 0.723], [2.932, 0.701, 1.030], [1.217, 2.625, 0.510], [-2.000, -1.933, -2.165], [0.970, 0.724, 0.387], [-0.383, -1.981, -0.688], [-2.201, 0.094, 0.535], [-0.717, -0.620, 1.551], [3.926, 0.583, 1.174]], "atomic_forces_ev_per_a": [[-1.494, 1.149, -4.657], [0.803, -2.145, 4.433], [0.461, -0.125, -1.048], [1.302, -0.102, 0.566], [-0.133, 2.092, -0.336], [1.546, 0.100, 0.684], [0.223, -0.116, -0.280], [-0.401, 0.026, 0.191], [0.272, 0.659, 0.321], [-0.571, -0.111, 0.375], [0.530, -0.967, 1.000], [-0.612, -0.505, -0.635], [-1.926, 0.046, -0.614]], "orbital_gap_ev": 3.13, "e_homo_ev": -7.61, "lumo_ev": -4.5, "total_energy_ha": -323.4249}

---

No. 3
{"formula": "C41H42P2SeV", "method": "ωB97M-V/def2-TZVPD", "elements": ["V", "C", "C", "C", "C", "C", "C", "C", "C", "C", "H", "H", "H", "H", "H", "H", "H", "H", "H", "H", "H", "H", "H", "H", "H", "P", "P", "C", "C", "C", "C", "C", "C", "C", "C", "C", "C", "C", "C", "C", "C", "C", "C", "C", "C", "C", "C", "C", "C", "C", "C", "C", "C", "H", "H", "H", "H", "H", "H", "H", "H", "H", "H", "H", "H", "H", "H", "H", "H", "H", "H", "H", "H", "H", "H", "Se", "C", "C", "C", "C", "C", "C", "H", "H", "H", "H", "H"], "positions_angstrom": [[0.993, 0.016, 3.567], [2.729, -1.251, 4.120], [2.325, -1.535, 2.792], [1.476, -2.710, 2.362], [-0.011, -2.401, 2.177], [-0.538, -1.470, 3.212], [-0.165, -1.457, 4.572], [0.765, -2.417, 5.249], [2.270, -2.031, 5.297], [-0.506, 1.390, 4.144], [3.668, -0.691, 4.241], [2.938, -1.087, 2.006], [1.585, -3.571, 3.038], [1.858, -3.053, 1.387], [-0.197, -1.987, 1.171], [-0.558, -3.356, 2.180], [-1.405, -0.884, 2.902], [-0.807, -0.897, 5.259], [0.699, -3.454, 4.879], [0.422, -2.478, 6.295], [2.430, -1.429, 6.204], [2.895, -2.940, 5.421], [-0.602, 1.877, 5.129], [-1.470, 1.009, 3.768], [-0.058, 2.113, 3.418], [0.606, 1.084, -3.874], [-2.160, 1.055, -3.626], [-0.140, -0.497, -4.370], [-1.497, -0.422, -4.449], [1.602, 1.470, -5.363], [2.018, 0.505, -6.293], [2.880, 0.865, -7.337], [3.262, 2.200, -7.506], [2.748, 3.184, -6.649], [1.917, 2.824, -5.590], [1.747, 0.543, -2.547], [1.142, 0.176, -1.330], [1.932, -0.319, -0.301], [3.315, -0.451, -0.466], [3.913, -0.064, -1.674], [3.136, 0.439, -2.718], [-3.499, 1.440, -4.870], [-3.086, 1.916, -6.127], [-3.995, 1.976, -7.181], [-5.334, 1.611, -6.974], [-5.767, 1.245, -5.693], [-4.855, 1.182, -4.637], [-3.119, 0.292, -2.274], [-3.763, 1.163, -1.378], [-4.694, 0.648, -0.477], [-4.944, -0.731, -0.432], [-4.201, -1.603, -1.238], [-3.257, -1.098, -2.133], [0.490, -1.366, -4.555], [-2.174, -1.122, -4.939], [1.671, -0.524, -6.206], [3.255, 0.099, -8.018], [3.949, 2.477, -8.309], [3.003, 4.232, -6.809], [1.504, 3.583, -4.926], [0.060, 0.256, -1.201], [1.455, -0.597, 0.642], [3.927, -0.860, 0.341], [4.990, -0.163, -1.798], [3.594, 0.733, -3.663], [-2.049, 2.213, -6.271], [-3.663, 2.307, -8.165], [-6.037, 1.625, -7.811], [-6.816, 1.002, -5.521], [-5.204, 0.915, -3.642], [-3.547, 2.231, -1.407], [-5.237, 1.326, 0.185], [-5.711, -1.128, 0.240], [-4.364, -2.680, -1.176], [-2.654, -1.778, -2.737], [2.055, 1.359, 5.190], [1.888, 0.677, 7.008], [3.104, 0.496, 7.701], [3.107, -0.167, 8.923], [1.905, -0.582, 9.507], [0.693, -0.331, 8.853], [0.671, 0.340, 7.626], [4.028, 0.882, 7.259], [4.058, -0.330, 9.425], [1.920, -1.060, 10.484], [-0.238, -0.638, 9.324], [-0.274, 0.635, 7.164]], "atomic_forces_ev_per_a": [[-0.247, 2.531, -0.073], [0.963, -1.251, -2.177], [1.321, -0.121, 1.107], [0.136, -0.567, -0.496], [0.151, -0.493, -0.493], [-0.589, -0.385, 1.767], [-1.725, -0.876, -1.148], [0.504, -1.076, 0.925], [-0.243, -0.131, 0.831], [-0.471, -0.346, -0.842], [-0.714, -0.167, -0.029], [-0.110, -0.107, 0.380], [0.125, 0.374, -0.128], [-0.006, 0.027, 0.275], [0.102, 0.010, 0.322], [-0.129, 0.143, 0.103], [0.130, -0.054, 0.294], [0.281, -0.020, -0.398], [-0.312, 0.493, -0.156], [0.160, -0.003, -0.294], [0.072, -0.307, -0.398], [-0.314, 0.325, -0.143], [-0.015, -0.183, -0.655], [-0.081, 0.483, 0.108], [-0.540, 0.134, 0.274], [0.964, 0.558, 0.139], [-1.629, 0.847, -0.337], [-1.263, 0.183, 0.273], [1.392, 0.137, -0.004], [0.276, -0.159, -0.213], [0.404, 0.420, -0.110], [-0.181, 0.117, 0.053], [-0.193, -0.030, 0.294], [0.100, -0.220, -0.183], [0.171, -0.458, -0.027], [0.301, -0.324, -0.450], [0.463, 0.030, -0.350], [0.071, 0.041, 0.035], [-0.078, 0.117, -0.272], [-0.092, -0.018, 0.248], [-0.285, -0.145, 0.504], [-0.117, -0.199, 0.290], [-0.322, -0.308, 0.252], [-0.269, 0.014, 0.143], [0.150, 0.005, 0.154], [0.203, 0.244, -0.278], [0.003, -0.021, -0.465], [0.056, -0.299, 0.073], [-0.141, -0.562, -0.142], [-0.015, -0.191, 0.062], [0.135, 0.072, -0.148], [0.012, 0.142, 0.251], [-0.465, 0.316, 0.171], [-0.339, -0.017, -0.408], [0.302, -0.257, 0.283], [0.279, 0.207, 0.034], [-0.154, 0.240, 0.161], [-0.259, -0.082, 0.235], [-0.067, -0.269, 0.046], [0.159, -0.146, -0.072], [0.251, 0.032, -0.070], [0.211, 0.054, -0.369], [-0.118, 0.166, -0.324], [-0.234, 0.017, 0.036], [-0.120, -0.102, 0.255], [-0.103, -0.149, -0.069], [-0.111, -0.083, 0.253], [0.230, 0.030, 0.322], [0.251, 0.070, -0.042], [0.109, -0.109, -0.211], [-0.147, -0.217, -0.102], [0.170, -0.235, -0.162], [0.316, 0.153, -0.204], [0.047, 0.301, 0.043], [-0.322, 0.195, 0.094], [1.188, 1.374, 2.055], [0.421, 0.204, -0.110], [-0.504, -0.107, -0.117], [-0.194, 0.317, 0.072], [0.023, 0.025, -0.310], [0.318, 0.239, 0.138], [0.473, -0.019, -0.207], [-0.332, -0.358, 0.111], [-0.180, 0.005, 0.048], [-0.066, -0.017, -0.258], [0.110, 0.136, -0.081], [0.291, -0.341, 0.012]], "orbital_gap_ev": [6.69, 6.28], "spin_multiplicity": 4, "e_homo_ev": [-6.61, -6.66], "s2": 3.82, "lumo_ev": [0.1, -0.4], "total_energy_ha": -5615.4225}

---

No. 4
{"formula": "C4H10N3", "method": "ωB97M-V/def2-TZVPD", "elements": ["C", "C", "C", "C", "N", "N", "N", "H", "H", "H", "H", "H", "H", "H", "H", "H", "H"], "positions_angstrom": [[1.519, -2.587, 1.015], [0.807, -1.449, 1.173], [-1.644, 0.662, -0.697], [-0.098, -1.042, 0.158], [-0.934, -0.021, 0.294], [1.009, 1.696, -0.424], [0.030, 1.940, -1.201], [2.365, -2.883, 1.785], [1.376, -3.220, 0.224], [0.946, -0.845, 2.027], [-2.042, 0.198, -1.658], [-2.174, 1.562, -0.273], [-0.138, -1.545, -0.807], [-0.772, 0.620, 1.105], [0.895, 2.253, 0.361], [0.054, 1.578, -2.166], [-0.595, 2.731, -1.028]], "atomic_forces_ev_per_a": [[1.998, 1.460, 3.685], [0.434, -1.431, -0.830], [-0.615, 0.458, 0.284], [-0.470, 0.781, -0.326], [-0.263, 1.416, -0.430], [1.484, -1.746, -1.697], [-1.488, 0.079, -1.068], [-2.061, 0.627, -1.656], [-0.281, -1.458, -1.982], [0.080, 0.683, 0.830], [0.817, 0.347, 1.714], [0.116, -1.558, -0.586], [-0.083, -0.159, 0.288], [-0.273, -1.331, -0.594], [-0.066, 1.446, 2.159], [0.269, 0.477, 0.706], [0.403, -0.091, -0.496]], "orbital_gap_ev": [7.00, 7.22], "e_homo_ev": [-11.86, -12.15], "lumo_ev": [-4.9, -4.9], "total_energy_ha": -322.2541, "charge": 1}

---

No. 5
{"formula": "C18H32F5N2O8P2", "method": "ωB97M-V/def2-TZVPD", "elements": ["F", "C", "F", "F", "C", "C", "C", "C", "C", "C", "F", "F", "C", "C", "N", "C", "C", "N", "C", "H", "H", "H", "H", "H", "H", "H", "H", "H", "H", "H", "H", "H", "H", "C", "O", "P", "O", "O", "C", "O", "C", "H", "H", "H", "H", "H", "H", "H", "H", "H", "C", "O", "P", "O", "O", "C", "O", "C", "H", "H", "H", "H", "H", "H", "H", "H", "H"], "positions_angstrom": [[7.154, -3.099, -2.655], [6.730, -3.224, -3.960], [5.865, -4.310, -3.965], [7.745, -3.518, -4.805], [5.910, -1.973, -4.348], [6.079, -1.196, -5.550], [5.267, -0.028, -5.897], [4.204, 0.362, -4.984], [4.034, -0.424, -3.755], [2.898, -0.067, -2.730], [2.505, 1.245, -2.911], [3.353, -0.192, -1.417], [1.724, -1.092, -2.997], [0.654, -1.067, -1.827], [-0.681, -0.564, -2.275], [-1.202, -1.344, -3.461], [-0.103, -1.605, -4.555], [1.140, -0.795, -4.325], [4.851, -1.570, -3.420], [6.874, -1.486, -6.271], [5.430, 0.564, -6.829], [3.537, 1.220, -5.209], [2.192, -2.121, -2.957], [1.014, -0.474, -0.940], [0.496, -2.113, -1.444], [-0.575, 0.440, -2.477], [-1.363, -0.695, -1.521], [-2.040, -0.740, -3.883], [-1.521, -2.334, -3.059], [-0.450, -1.399, -5.599], [0.232, -2.687, -4.540], [1.772, -1.124, -5.064], [4.664, -2.150, -2.492], [-0.064, 3.502, 4.634], [0.960, 2.703, 4.045], [1.009, 2.619, 2.353], [0.717, 4.080, 2.114], [-0.364, 1.725, 2.311], [-0.357, 0.472, 3.001], [1.264, 2.281, 0.702], [2.502, 2.769, 0.166], [-0.194, 3.164, 5.663], [0.244, 4.547, 4.648], [-1.012, 3.396, 4.106], [-0.953, 0.567, 3.910], [0.654, 0.160, 3.268], [-0.807, -0.289, 2.360], [3.340, 2.409, 0.764], [2.507, 3.859, 0.141], [2.608, 2.395, -0.849], [-5.905, -0.461, 7.093], [-5.550, -0.988, 5.819], [-5.517, 0.089, 4.509], [-4.868, 1.229, 5.260], [-7.144, 0.225, 4.515], [-7.912, -0.966, 4.321], [-5.470, 0.896, 3.009], [-4.178, 0.984, 2.409], [-6.238, -1.294, 7.714], [-5.034, -0.005, 7.562], [-6.714, 0.266, 7.016], [-8.361, -1.257, 5.272], [-7.299, -1.790, 3.949], [-8.705, -0.762, 3.602], [-3.733, -0.010, 2.325], [-3.527, 1.634, 2.995], [-4.289, 1.408, 1.411]], "atomic_forces_ev_per_a": [[0.036, -0.293, -1.772], [-1.119, -0.108, 0.136], [1.065, 0.949, 0.006], [-0.867, 0.486, 1.222], [-1.566, 1.885, -0.039], [-0.367, 0.382, 0.170], [-0.843, -1.077, 2.224], [1.452, -1.850, 0.446], [0.797, 0.020, -0.198], [0.955, -0.610, -1.339], [-0.063, -1.212, 0.415], [-0.673, 0.065, -1.271], [0.094, 0.140, 0.661], [0.971, -0.844, 0.668], [0.499, -0.073, -0.284], [0.026, -0.153, -0.998], [1.168, -0.576, 0.034], [-0.988, -0.549, 0.525], [0.432, 0.919, -2.018], [-0.641, 0.179, 0.709], [-0.018, -0.785, 0.937], [0.608, -0.713, 0.306], [-0.313, 0.988, 0.003], [-0.423, -0.326, -1.025], [0.041, 0.978, -0.487], [-0.292, -0.276, -0.083], [0.225, 0.414, -0.079], [0.487, -0.740, 0.427], [-0.120, 0.943, -0.298], [0.002, -0.023, 1.121], [-0.860, 0.820, 0.118], [0.063, 0.541, 0.523], [0.247, 0.575, -0.737], [-0.392, 0.630, 0.032], [2.885, -2.587, -0.770], [-7.052, 5.417, -0.495], [1.227, -0.666, 0.123], [0.867, -0.728, -0.456], [-0.188, 0.036, 0.201], [2.120, -2.101, 1.816], [0.286, 0.302, -0.255], [0.226, -0.220, -0.104], [-0.064, -0.051, -0.168], [0.094, 0.035, -0.070], [0.087, -0.078, 0.019], [-0.097, -0.105, 0.074], [0.022, 0.054, -0.040], [0.086, 0.050, -0.188], [-0.075, -0.018, 0.145], [-0.097, -0.056, 0.115], [0.073, 0.492, 0.455], [0.868, -2.306, -2.980], [-2.871, 6.821, 5.179], [0.738, -1.080, -0.712], [0.537, -0.595, -0.937], [-0.264, -0.043, 0.119], [0.634, -3.485, -0.557], [0.275, 0.254, -0.093], [0.056, -0.159, -0.272], [-0.084, 0.120, -0.106], [0.104, 0.033, -0.081], [0.053, -0.076, -0.047], [-0.127, -0.057, 0.032], [0.091, 0.070, 0.007], [0.132, 0.097, -0.142], [-0.018, -0.050, 0.061], [-0.145, -0.027, 0.071]], "orbital_gap_ev": 7.03, "e_homo_ev": -11.35, "lumo_ev": -4.3, "total_energy_ha": -2598.1541, "charge": 1}

---

No. 6
{"formula": "C8H8INO", "method": "ωB97M-V/def2-TZVPD", "elements": ["C", "C", "C", "C", "C", "C", "C", "C", "N", "O", "I", "H", "H", "H", "H", "H", "H", "H", "H"], "positions_angstrom": [[2.275, 0.198, 0.764], [1.587, 0.306, 2.016], [1.792, 0.453, -0.464], [0.338, 0.749, 2.032], [-1.423, 0.033, -0.854], [0.480, 1.084, -0.615], [-0.277, 1.162, 0.737], [-2.451, -0.945, -1.267], [-0.396, 0.324, -1.516], [-1.461, 0.373, 0.499], [-0.976, 3.276, 0.891], [3.259, -0.190, 0.811], [1.951, 0.134, 2.994], [2.334, 0.409, -1.480], [-0.123, 0.818, 2.917], [0.520, 1.979, -1.124], [-2.418, -1.824, -0.630], [-2.395, -1.006, -2.370], [-3.357, -0.573, -1.116]], "atomic_forces_ev_per_a": [[1.202, -0.663, -1.600], [-1.605, 0.898, -0.298], [1.182, 0.567, -0.814], [1.726, 0.132, -3.612], [0.395, -1.231, 1.066], [-0.937, -1.972, 1.006], [-1.840, 0.346, -0.181], [2.591, -0.201, -1.396], [-0.238, 0.008, 0.224], [0.572, 0.339, -0.669], [0.089, -0.285, 0.272], [0.955, -0.328, 0.025], [1.203, -0.638, 0.435], [-0.393, -0.402, 2.099], [-2.279, 0.482, 2.861], [0.682, 2.415, -0.510], [0.463, -0.400, -0.525], [0.347, -0.904, 0.689], [-4.113, 1.835, 0.929]], "orbital_gap_ev": 8.80, "e_homo_ev": -8.97, "lumo_ev": -0.2, "total_energy_ha": -737.2602}

---

What is the formula in the fifth record? C18H32F5N2O8P2